(1)
Molecular formula: C22H28N8O2
Method: DFT, ωB97M-V/def2-TZVPD

The geometry in XYZ format:
```
60
Properties=species:S:1:pos:R:3:forces:R:3
O -7.735 2.738 2.925 -0.22 0.06 0.05
O -6.396 1.771 1.554 0.02 -0.12 -0.21
N 4.900 -1.602 -1.553 0.17 -0.06 0.01
N -6.629 2.385 2.574 -0.53 -0.16 -0.41
N 0.276 0.615 1.121 -1.11 0.18 0.07
N 0.995 -0.778 -1.102 -0.30 0.05 0.13
N 1.530 0.306 0.868 1.17 0.20 0.60
N 2.757 -1.742 -2.358 0.06 -0.14 -0.24
N 3.226 -0.612 -0.330 0.11 0.18 0.22
N 0.582 -1.840 -3.090 -0.11 -0.01 -0.13
C -5.752 3.421 4.605 -0.12 -0.10 -0.20
C -0.025 1.270 2.179 1.07 -0.26 -0.20
C 5.421 -2.218 -2.748 -0.05 -0.06 -0.50
C -0.839 -1.682 -2.891 -0.41 0.00 0.33
C -4.674 3.735 5.412 -0.07 -0.03 -0.06
C 1.467 -1.458 -2.161 0.49 0.43 0.42
C 1.918 -0.395 -0.246 0.01 -0.30 -0.52
C 5.901 -1.048 -0.675 0.14 0.39 0.30
C -4.240 2.336 3.049 -0.11 0.03 0.02
C 0.346 -4.075 -4.030 -0.13 0.21 -0.20
C -3.395 3.357 5.045 0.10 -0.15 -0.25
C -5.515 2.721 3.427 1.03 0.33 0.83
C 7.344 -0.620 -2.674 -0.18 0.26 -0.10
C -1.789 2.281 3.528 0.68 -0.46 -0.65
C -1.495 -3.048 -2.686 -0.02 0.15 -0.29
C -1.168 -3.966 -3.862 0.11 -0.16 0.27
C 0.951 -2.681 -4.201 0.31 -0.38 -0.17
C -1.389 1.598 2.439 -0.74 0.47 0.65
C -3.147 2.650 3.860 -0.79 0.28 0.31
C 6.240 -1.206 -3.551 0.14 -0.22 0.18
C 6.735 -0.002 -1.417 0.11 -0.30 0.05
C 3.598 -1.303 -1.421 -0.63 0.00 0.29
H -4.116 1.796 2.124 -0.02 -0.02 -0.04
H 6.550 -1.862 -0.332 -0.02 0.03 0.03
H 2.286 0.578 1.502 -0.29 -0.11 -0.26
H -1.600 -4.956 -3.698 -0.05 0.00 -0.07
H 6.089 0.833 -1.696 -0.03 0.08 0.04
H 5.389 -0.608 0.181 0.18 -0.13 -0.05
H -1.039 2.597 4.243 0.12 0.01 0.04
H -6.760 3.703 4.864 -0.02 0.01 0.01
H 0.738 1.591 2.900 -0.01 -0.04 -0.07
H 6.668 -1.694 -4.428 -0.03 0.00 -0.06
H 7.518 0.377 -0.759 -0.01 0.06 0.04
H -4.832 4.278 6.331 -0.02 0.04 0.06
H -1.606 -3.556 -4.775 -0.06 -0.01 -0.07
H -2.574 -2.924 -2.586 -0.03 0.01 0.07
H 4.577 -2.590 -3.328 0.19 -0.06 0.07
H 8.040 -1.413 -2.387 0.09 -0.03 0.00
H 6.060 -3.059 -2.454 -0.03 0.00 -0.03
H 0.592 -4.690 -4.897 0.06 -0.04 0.00
H -0.986 -1.040 -2.023 -0.08 -0.03 -0.21
H 0.779 -4.543 -3.143 0.07 -0.05 0.02
H -2.086 1.254 1.691 -0.15 -0.03 -0.10
H 0.571 -2.225 -5.123 0.05 -0.01 0.01
H -1.262 -1.199 -3.781 -0.01 0.02 0.04
H -2.563 3.610 5.686 0.10 0.02 0.05
H 2.039 -2.726 -4.243 -0.17 0.03 -0.12
H -1.115 -3.487 -1.761 -0.02 0.00 0.09
H 7.905 0.135 -3.229 0.08 -0.05 0.01
H 5.579 -0.406 -3.891 -0.05 0.02 -0.07
```
Positions in Å, forces in eV/Å.

SMILES string: O=[N+]([O-])c1cccc(/C=C/C=N/Nc2nc(N3CCCCC3)nc(N3CCCCC3)n2)c1
E: -39282.507 eV
lowest unoccupied orbital energy: -0.5 eV
maximum force: 0.0265 hartree/bohr
orbital gap: 7.488 eV

=====

(2)
Molecular formula: C22H28N8O2RhS
Method: DFT, ωB97M-V/def2-TZVPD

The geometry in XYZ format:
```
62
Properties=species:S:1:pos:R:3:forces:R:3
Rh -0.804 -0.471 -0.564 -2.01 1.40 1.86
S -0.773 -2.724 0.428 -0.35 0.49 -1.44
O -2.482 -1.506 -1.473 2.78 0.37 -0.86
O -0.094 1.289 0.654 1.40 -1.59 -1.05
N 3.726 -0.356 0.004 0.04 -0.06 0.19
N 3.401 -1.621 -2.013 0.03 -0.42 -0.22
N -2.542 0.899 -0.161 1.50 -3.49 -0.31
N 0.947 -3.882 2.025 -0.41 0.17 0.11
N 1.512 -0.522 -0.981 -1.41 -0.46 -0.08
N -0.274 -2.126 2.936 0.03 -0.09 -0.32
N 3.251 0.772 -2.068 -0.03 0.22 -0.20
N -2.130 2.105 0.093 0.74 2.61 0.42
C 1.010 3.934 0.508 -0.27 -0.16 0.00
C -4.358 -0.689 -0.242 0.53 -0.79 -0.72
C -5.657 -0.967 0.216 -0.11 -0.09 0.02
C -6.246 -2.184 0.004 0.10 0.07 0.03
C 0.640 6.209 -0.171 0.01 -0.07 0.06
C -3.635 -1.701 -0.995 -1.92 0.21 1.36
C 0.034 -2.910 1.909 0.41 0.61 0.81
C -5.538 -3.193 -0.676 -0.14 0.17 0.06
C 1.832 0.681 -1.789 -0.01 0.61 -0.31
C -4.292 -2.959 -1.175 0.64 0.26 0.04
C -3.795 0.574 0.029 0.21 0.27 0.03
C 3.669 -0.421 -2.797 0.04 0.03 -0.13
C -0.329 3.641 0.244 0.36 0.50 0.23
C 1.982 -1.706 -1.737 0.12 -0.45 -0.26
C -1.185 4.654 -0.196 0.08 -0.16 0.07
C 4.138 -1.528 -0.760 0.09 -0.08 0.04
C -0.828 2.274 0.347 -2.68 -0.38 -0.19
C 3.982 0.832 -0.808 0.07 0.17 0.10
C 1.486 5.214 0.300 0.11 0.12 -0.02
C 2.306 -0.445 0.268 0.06 0.17 0.74
C 0.007 -2.392 4.329 0.31 0.07 0.42
C -0.698 5.927 -0.405 0.07 0.07 0.01
H 1.020 7.205 -0.349 0.04 0.04 0.02
H 2.521 5.441 0.505 0.10 0.02 0.01
H -0.884 -1.342 2.733 0.04 -0.29 -0.12
H 1.655 3.152 0.887 0.05 -0.02 -0.02
H 1.777 -2.610 -1.153 -0.05 0.20 -0.05
H 1.285 0.627 -2.738 0.00 -0.02 0.19
H 5.204 -1.446 -0.978 -0.03 -0.08 0.01
H 0.389 -3.405 4.455 -0.07 0.10 0.04
H -0.919 -2.314 4.901 0.09 0.01 -0.05
H 1.033 -4.541 1.268 0.11 0.07 0.00
H 1.524 1.575 -1.237 -0.06 -0.22 -0.05
H 2.111 -1.341 0.865 -0.06 0.02 -0.10
H -4.441 1.335 0.465 0.14 0.12 -0.15
H 1.469 -4.036 2.871 -0.08 -0.12 0.03
H 1.435 -1.762 -2.684 -0.02 0.02 0.14
H 3.672 1.722 -0.253 0.05 -0.06 -0.05
H 4.740 -0.362 -3.001 -0.08 0.01 -0.02
H 3.128 -0.473 -3.745 0.05 -0.01 0.06
H -1.363 6.700 -0.753 -0.08 0.13 -0.05
H -3.740 -3.721 -1.700 0.05 -0.12 -0.09
H 5.053 0.891 -1.015 -0.10 0.05 0.02
H -2.221 4.414 -0.369 -0.08 0.03 -0.07
H -6.172 -0.199 0.774 -0.15 0.09 0.00
H -7.245 -2.377 0.358 -0.09 -0.02 0.11
H 3.966 -2.428 -0.163 0.00 0.02 -0.03
H 1.990 0.437 0.829 -0.08 -0.13 -0.11
H -5.983 -4.170 -0.780 -0.08 -0.08 -0.14
H 0.732 -1.679 4.725 -0.02 -0.09 0.03
```
Positions in Å, forces in eV/Å.

E: -53119.143 eV
lowest unoccupied orbital energy (alpha / beta): -5.2 / -5.3 eV
energy relative to the best compared isomer or geometry (same formula, charge and spin): 97.5 kcal/mol
charge: +1
maximum force: 0.0742 hartree/bohr
orbital gap (alpha / beta): 4.852 / 4.685 eV

=====

(3)
Molecular formula: C22H28O5
Method: DFT, ωB97M-V/def2-TZVPD

The geometry in XYZ format:
```
55
Properties=species:S:1:pos:R:3:forces:R:3
O 0.052 3.746 -2.781 0.27 0.45 0.07
O -0.599 -3.389 1.572 -0.09 0.24 -0.20
O -3.028 0.152 3.862 0.06 0.05 -0.35
O 1.997 2.156 -1.540 -0.20 0.22 -0.05
O -2.079 3.298 -3.181 -0.07 0.15 0.05
C 1.730 -1.876 -3.255 -0.06 0.01 -0.11
C 2.231 -2.272 -0.946 -0.01 -0.06 0.08
C 3.122 1.322 -1.784 0.16 -0.10 -0.12
C -1.260 -2.196 1.649 0.00 0.19 -0.32
C -0.100 1.991 -0.300 0.43 -0.35 -0.17
C -2.046 0.511 -0.872 0.23 -0.08 -0.01
C 2.718 -0.124 -1.927 0.04 0.13 0.03
C -0.976 2.901 -2.924 -0.04 -0.59 -0.13
C 1.432 2.056 -0.230 -0.30 0.23 0.54
C 1.889 3.246 0.614 0.05 -0.37 -0.30
C -1.996 -0.255 0.420 -0.13 -0.07 0.18
C 2.735 -0.987 -0.837 0.08 0.01 -0.06
C -1.809 -1.679 2.818 0.01 -0.20 0.39
C 1.717 -2.714 -2.153 -0.03 -0.06 0.03
C -0.623 1.433 -2.760 0.04 -0.05 -0.02
C 2.226 -0.589 -3.142 0.09 0.02 0.05
C -2.455 -0.448 2.780 0.01 0.14 -0.23
C -1.360 -1.487 0.458 0.08 -0.22 0.13
C -3.009 -0.515 5.099 0.01 -0.12 0.21
C -0.633 0.949 -1.294 -0.08 0.20 0.00
C -2.540 0.261 1.584 -0.08 -0.02 0.22
C -0.490 -4.179 2.729 0.01 -0.12 0.20
H 0.013 0.067 -1.242 -0.01 0.02 -0.04
H 2.974 3.270 0.681 0.11 0.03 0.05
H 0.369 1.271 -3.182 -0.11 -0.01 0.00
H 1.551 4.173 0.157 -0.06 0.11 -0.04
H 3.153 -0.658 0.105 0.02 0.06 0.08
H 3.862 1.442 -0.981 -0.05 0.02 -0.06
H -0.932 -1.922 -0.431 0.09 -0.06 -0.16
H -1.344 0.848 -3.331 0.03 0.08 -0.03
H 0.858 3.282 -2.476 -0.14 -0.10 -0.15
H -3.535 0.138 5.793 0.05 -0.08 -0.01
H 1.348 -2.222 -4.204 -0.03 -0.04 -0.08
H 1.477 3.173 1.616 -0.04 0.02 0.14
H 2.229 -2.924 -0.086 -0.01 -0.07 0.08
H -0.509 2.976 -0.525 -0.05 0.08 0.08
H -1.473 -4.465 3.118 0.04 0.02 -0.01
H 1.314 -3.712 -2.235 -0.03 -0.09 -0.01
H 3.551 1.697 -2.717 0.05 -0.08 0.13
H -2.463 -0.134 -1.647 -0.06 0.05 -0.05
H -0.446 1.718 0.699 0.04 0.08 0.05
H -2.688 1.387 -0.777 -0.10 0.02 -0.03
H 0.048 -5.076 2.425 -0.04 0.04 0.07
H -3.045 1.214 1.589 -0.08 0.15 -0.02
H 1.780 1.125 0.231 -0.05 0.07 -0.08
H 2.237 0.061 -4.005 -0.02 0.08 -0.08
H -1.738 -2.227 3.743 0.01 -0.05 0.09
H -1.986 -0.671 5.458 -0.04 -0.01 -0.02
H -3.528 -1.477 5.047 0.03 0.03 0.00
H 0.078 -3.669 3.515 -0.04 -0.02 -0.03
```
Positions in Å, forces in eV/Å.

SMILES string: COc1cc(C[C@@H](CC(=O)O)C[C@H](C)OCc2ccccc2)cc(OC)c1
E: -33505.944 eV
lowest unoccupied orbital energy: 0.6 eV
energy relative to the best compared isomer or geometry (same formula, charge and spin): 10.9 kcal/mol
maximum force: 0.0129 hartree/bohr
orbital gap: 8.791 eV

=====

(4)
Molecular formula: C22H29AlCl3FN5O2SSi2
Method: DFT, ωB97M-V/def2-TZVPD

The geometry in XYZ format:
```
66
Properties=species:S:1:pos:R:3:forces:R:3
Cl -1.200 -2.556 1.974 0.15 -0.12 0.31
Cl -2.744 0.695 3.886 0.01 0.02 -0.05
Cl -1.348 3.287 2.336 -0.01 -0.04 -0.13
S 3.425 -1.376 4.088 -0.10 0.03 -0.14
Si -1.010 1.250 2.842 -0.01 -0.18 0.10
Si 2.103 -1.691 -1.030 0.07 -0.10 0.10
Al -0.719 -0.577 1.116 -0.31 -0.01 0.12
F -2.390 2.240 -5.617 0.08 -0.09 0.16
O 0.056 1.395 4.103 -0.39 -0.23 0.00
O -6.810 -0.480 -2.351 -0.18 -0.21 0.02
N 1.446 -0.768 2.594 -0.29 -0.34 0.39
N 2.529 -0.181 2.033 0.28 0.06 -0.15
N 0.819 -1.982 4.511 -0.25 -0.19 -0.03
N -6.209 1.688 -2.597 -0.06 0.21 0.01
N -2.521 -0.258 0.348 0.40 -0.10 0.11
C -4.532 -1.049 -0.719 0.01 -0.08 0.02
C 3.627 -0.408 2.657 0.21 0.06 -0.01
C -0.730 0.353 -2.335 -0.15 0.08 0.26
C 1.735 -1.419 3.688 0.03 0.24 -0.04
C 1.169 2.238 4.108 0.31 0.20 0.05
C -2.376 0.410 -4.114 0.04 0.16 -0.09
C -1.825 -0.216 -3.017 0.01 0.02 -0.04
C -3.406 -1.252 0.017 -0.18 -0.33 -0.08
C 0.575 -0.852 -0.375 -0.84 0.47 0.05
C -0.222 1.588 -2.792 -0.04 0.01 -0.02
C -0.769 2.213 -3.895 -0.12 -0.04 -0.08
C -6.015 0.415 -2.062 0.25 0.01 -0.07
C -3.981 1.275 -0.805 0.10 0.08 0.07
C -0.266 -0.207 -1.132 1.10 -0.23 -0.57
C 3.484 -0.423 -1.241 -0.12 -0.15 0.00
C -4.871 0.239 -1.203 -0.13 -0.03 0.00
C -1.839 1.613 -4.537 -0.05 0.06 -0.11
C -2.874 0.993 -0.072 -0.03 0.36 -0.02
C 2.667 -3.087 0.103 -0.03 0.17 -0.22
C 4.955 0.108 2.205 0.10 -0.05 0.02
C 1.715 -2.418 -2.721 0.03 0.09 0.18
C 4.921 1.610 1.959 0.03 0.06 -0.03
H -4.158 2.309 -1.059 -0.01 0.10 -0.01
H -3.151 -2.237 0.376 -0.03 -0.01 -0.01
H 2.593 -2.888 -3.163 0.13 -0.06 -0.05
H 1.134 -2.743 5.088 -0.02 0.02 -0.02
H 4.711 2.149 2.882 -0.02 0.03 0.03
H 4.141 1.856 1.242 -0.02 0.03 -0.03
H -0.082 -2.137 4.066 -0.01 0.00 -0.01
H 0.874 3.279 3.948 0.06 0.01 0.03
H 2.839 -2.738 1.115 0.04 0.10 0.21
H 5.877 1.956 1.567 0.03 0.02 -0.01
H 4.439 -0.902 -1.466 0.06 -0.05 -0.02
H 3.591 -3.538 -0.263 0.07 -0.03 -0.05
H -5.392 2.262 -2.731 0.00 -0.01 -0.03
H -3.229 -0.009 -4.626 -0.08 -0.04 -0.05
H -2.188 1.786 0.193 0.00 0.06 0.01
H 1.367 -1.643 -3.399 -0.05 0.12 -0.09
H 1.910 -3.867 0.153 -0.14 -0.08 0.00
H 1.885 1.958 3.330 0.09 0.03 -0.02
H 5.229 -0.416 1.287 0.03 -0.01 -0.01
H -2.262 -1.130 -2.644 -0.03 -0.09 0.04
H -5.180 -1.882 -0.950 -0.02 -0.04 0.00
H 3.590 0.174 -0.340 0.00 0.04 0.10
H 3.249 0.254 -2.062 -0.05 0.06 -0.10
H -6.852 1.682 -3.371 0.01 0.00 -0.01
H 0.930 -3.167 -2.649 -0.11 -0.11 0.03
H 0.594 2.053 -2.256 0.04 0.00 0.03
H 1.651 2.153 5.084 0.05 0.02 -0.02
H -0.390 3.159 -4.253 0.02 0.04 -0.03
H 5.711 -0.143 2.952 0.01 0.01 -0.02
```
Positions in Å, forces in eV/Å.

E: -108311.421 eV
lowest unoccupied orbital energy (alpha / beta): 1.9 / 1.9 eV
energy relative to the best compared isomer or geometry (same formula, charge and spin): 6.3 kcal/mol
charge: -1
maximum force: 0.0246 hartree/bohr
orbital gap (alpha / beta): 5.390 / 4.393 eV